No. 1
The following is a DFT calculation (wB97M-V/def2-TZVPD) of C6H7Br2F3LuO3S as an isolated structure.

Properties
HOMO-LUMO gap (eV): 1.6
Total charge: +3
LUMO level (hartree): -0.5476
Strongest force on any atom (hartree/bohr): 0.1103

XYZ file:
```
23
Properties=species:S:1:pos:R:3:nbo_charge:R:1
C -2.85957 2.52865 -2.82082 -0.033
C -2.22536 1.24425 -3.00900 0.429
O -1.45538 0.84235 -2.03754 -0.579
S -2.42000 0.34691 -0.59514 1.778
O -2.40676 1.50661 0.24036 -0.768
O -1.60536 -0.82108 0.18567 -0.638
C -0.34288 -0.32047 0.78747 -0.107
C 0.66598 -1.50390 0.90746 -0.512
C 1.94166 -1.19471 1.76006 0.416
F 1.88970 -1.70325 2.99190 -0.275
Br 3.50226 -2.18348 0.87065 -0.096
C 2.39522 0.29964 1.79018 0.530
F 2.41900 0.83442 0.54851 -0.314
F 3.69713 0.29081 2.19879 -0.309
Br 1.44594 1.38770 3.08678 0.181
H -3.81030 2.62270 -2.24785 0.307
H -2.39520 3.42020 -3.29760 0.315
H -2.42230 0.63582 -3.91995 0.281
H -0.62864 0.13121 1.75099 0.260
H 0.06970 0.40945 0.06744 0.211
H 1.01435 -1.79586 -0.10093 0.234
H 0.13047 -2.35180 1.37915 0.280
Lu 3.40035 -4.62618 -0.53658 1.408
```

No. 2
The following is a DFT calculation (wB97M-V/def2-TZVPD) of one molecule with the formula C6H7BrN2O.

Properties
ΔE to the lowest compared entry with this formula, charge and spin (kcal/mol): 7.6
HOMO-LUMO gap (eV): 9.7
LUMO level (hartree): 0.0078
SMILES string: CC(=O)c1c(Br)cnn1C
Strongest force on any atom (hartree/bohr): 0.0931

XYZ file:
```
17
Properties=species:S:1:pos:R:3:nbo_charge:R:1
C -0.68460 -2.37356 -0.43127 -0.719
C 0.39164 -1.31683 -0.29769 0.568
O 1.59358 -1.54579 -0.33040 -0.547
C -0.20423 -0.00588 0.03454 -0.073
C -1.42744 0.48892 0.17558 -0.147
Br -3.09554 -0.34699 0.10903 0.095
C -1.38478 1.86695 0.38747 -0.095
N -0.10875 2.24804 0.29339 -0.191
N 0.63214 1.16812 0.15434 -0.111
C 2.06873 1.23067 0.26322 -0.434
H -1.24323 -2.16035 -1.43085 0.245
H -1.33339 -2.05564 0.41784 0.240
H -0.26689 -3.44778 -0.45537 0.250
H -2.20856 2.50705 0.50455 0.223
H 2.35568 1.91889 -0.57938 0.213
H 2.38218 1.60675 1.18129 0.212
H 2.53347 0.21746 0.00372 0.271
```

No. 3
The following is a DFT calculation (wB97M-V/def2-TZVPD) of an isolated ion of composition C6H7BrN3O and charge +1.

Properties
ΔE to the lowest compared entry with this formula, charge and spin (kcal/mol): 96.1
HOMO-LUMO gap (alpha / beta) (eV): 6.2 / 6.4
Total charge: +1
LUMO level (alpha / beta) (hartree): -0.2305 / -0.2292
SMILES string: C=C1N=[N+](C)C(/N=C/O)=C1Br
Strongest force on any atom (hartree/bohr): 0.1217

XYZ file:
```
18
Properties=species:S:1:pos:R:3:nbo_charge:R:1
C 0.02896 3.21010 1.26471 -0.013
C 0.14920 1.95093 0.79012 -0.064
N -0.57933 1.58263 -0.33903 -0.095
N -0.36308 0.34855 -0.61991 -0.062
C -0.95550 -0.32578 -1.70500 -0.476
C 0.56927 -0.23501 0.17740 0.345
N 1.09759 -1.43811 -0.02245 -0.512
C 0.95950 -2.44205 0.69535 0.505
O 1.48375 -3.58272 0.37593 -0.603
C 0.95115 0.86304 1.22597 -0.158
Br 2.20284 0.67384 2.63157 0.205
H -0.34327 3.96760 0.68094 0.234
H 0.69541 3.42700 2.14315 0.237
H -1.80846 -0.88783 -1.47179 0.247
H -0.31972 -0.95175 -2.37134 0.270
H -1.29929 0.27952 -2.51437 0.266
H 0.34267 -2.33609 1.53087 0.151
H 1.43705 -4.25491 1.11858 0.521
```

No. 4
The following is a DFT calculation (wB97M-V/def2-TZVPD) of an isolated ion of composition C6H7BrNS and charge +1.

Properties
HOMO-LUMO gap (eV): 9.1
Total charge: +1
LUMO level (hartree): -0.1682
Strongest force on any atom (hartree/bohr): 0.0954

XYZ file:
```
16
Properties=species:S:1:pos:R:3:nbo_charge:R:1
C 1.50897 -0.37969 -1.69430 -0.100
C 2.06785 0.21270 -0.66506 0.121
C -1.37496 0.40914 0.86767 0.296
C 0.70312 -0.37815 -0.37032 0.004
C 3.25152 0.67425 -0.00233 -0.688
C -3.86985 -0.16768 0.54892 -0.688
N -0.46654 0.26607 0.10932 -0.267
S -2.71108 0.73891 1.68514 0.509
Br 0.80006 -2.16415 0.63051 -0.029
H 1.51018 -0.70186 -2.67762 0.262
H 4.06003 0.26028 -0.53482 0.264
H 3.22258 0.45223 1.10728 0.264
H 3.22378 1.72706 0.14854 0.269
H -3.42956 -1.17226 0.46965 0.259
H -3.66179 0.17476 -0.55280 0.259
H -4.83433 0.04839 0.93022 0.266
```

No. 5
The following is a DFT calculation (wB97M-V/def2-TZVPD) of C6H7Cl2N as an isolated structure.

Properties
ΔE to the lowest compared entry with this formula, charge and spin (kcal/mol): 62.3
HOMO-LUMO gap (eV): 8.7
LUMO level (hartree): 0.0233
Strongest force on any atom (hartree/bohr): 0.0988

XYZ file:
```
16
Properties=species:S:1:pos:R:3:nbo_charge:R:1
C 0.07055 1.29944 -1.37494 -0.296
C -1.31566 1.34428 -0.93908 -0.300
C 0.90461 0.47986 -0.69549 0.034
C -1.81909 0.52259 0.02118 -0.035
C -0.63689 -1.03797 0.24011 0.022
C 1.46959 -0.75101 1.33075 -0.414
N 0.54365 -0.42312 0.33650 -0.491
Cl -3.25274 0.43759 0.92631 0.054
Cl -0.80497 -2.09181 -1.18135 -0.075
H 0.30904 1.76858 -2.28568 0.230
H -1.96591 2.14203 -1.24998 0.226
H 1.96721 0.36516 -0.96768 0.197
H -0.79681 -1.61222 1.09845 0.208
H 2.48458 -0.19393 1.23098 0.224
H 1.07411 -0.38899 2.33518 0.212
H 1.76874 -1.86046 1.17474 0.205
```

No. 6
The following is a DFT calculation (wB97M-V/def2-TZVPD) of a 2-piece molecular cluster, C6H7Cl2PS overall.

Properties
ΔE to the lowest compared entry with this formula, charge and spin (kcal/mol): 95.3
HOMO-LUMO gap (alpha / beta) (eV): 5.0 / 8.1
LUMO level (alpha / beta) (hartree): -0.1183 / -0.0082
Strongest force on any atom (hartree/bohr): 0.0969

XYZ file:
```
17
Properties=species:S:1:pos:R:3:nbo_charge:R:1
C 0.34448 1.79082 0.89935 -0.342
C -0.39537 1.42979 -0.21768 -0.125
C 0.94466 -0.55632 1.35224 -0.318
C 0.97020 0.73042 1.55137 0.140
C -0.42350 0.10637 -0.67053 -0.461
C -0.25140 -0.84378 0.54074 -0.409
P 1.49524 1.84693 -2.99054 0.651
S 2.33267 3.42772 -3.99312 -0.132
Cl 2.64059 1.59959 -1.31244 -0.243
Cl 2.12024 0.23731 -4.18075 -0.276
H 0.25061 2.73513 1.43286 0.232
H -0.68724 2.13834 -0.97242 0.201
H 1.50178 -1.26073 1.96095 0.232
H -1.33607 0.01964 -1.19041 0.230
H 0.38679 -0.06554 -1.36227 0.208
H -0.30100 -1.86655 0.09784 0.211
H -1.03540 -0.70404 1.15537 0.203
```

No. 7
The following is a DFT calculation (wB97M-V/def2-TZVPD) of one molecule with the formula C6H7ClN2O3.

Properties
ΔE to the lowest compared entry with this formula, charge and spin (kcal/mol): 120.4
HOMO-LUMO gap (eV): 8.6
LUMO level (hartree): -0.0375
SMILES string: C=C(Cl)C/C(=C\C=N\O)[N+](=O)[O-]
Strongest force on any atom (hartree/bohr): 0.0265

XYZ file:
```
19
Properties=species:S:1:pos:R:3:nbo_charge:R:1
C 2.50414 1.58365 -0.34666 -0.398
C 1.57586 0.65758 -0.20037 -0.001
Cl 1.96099 -0.85922 0.55115 -0.012
C 0.14794 0.78599 -0.66386 -0.529
C -0.81190 0.55920 0.45860 0.099
C -1.31785 -0.61541 0.86812 -0.161
C -1.11456 -1.91687 0.28920 -0.023
N -0.61223 -2.07871 -0.87032 -0.093
O -0.53058 -3.38570 -1.28974 -0.537
N -1.21376 1.74847 1.18268 0.513
O -1.87074 1.60912 2.19223 -0.380
O -0.88377 2.82112 0.72091 -0.375
H 3.51628 1.43996 -0.01541 0.217
H 2.27042 2.52429 -0.81288 0.214
H -0.05000 0.04467 -1.43896 0.270
H 0.00943 1.79495 -1.05592 0.265
H -1.96256 -0.59584 1.73917 0.254
H -1.44473 -2.77151 0.87928 0.195
H -0.17237 -3.34575 -2.18721 0.483
```

No. 8
The following is a DFT calculation (wB97M-V/def2-TZVPD) of an isolated ion of composition C6H7ClN3 and charge +1.

Properties
ΔE to the lowest compared entry with this formula, charge and spin (kcal/mol): 39.6
HOMO-LUMO gap (eV): 9.5
Total charge: +1
LUMO level (hartree): -0.1301
SMILES string: C#CCc1c[nH]/c(=[NH+]/Cl)[nH]1
Strongest force on any atom (hartree/bohr): 0.0871

XYZ file:
```
17
Properties=species:S:1:pos:R:3:nbo_charge:R:1
C 3.04727 -1.45885 -0.95366 -0.166
C 1.83913 -1.68633 -1.03517 -0.037
C 0.39912 -1.91324 -0.72939 -0.515
C -0.38722 -0.84638 -0.08505 0.169
C -0.08467 -0.39804 1.17021 -0.066
N -1.07573 0.57710 1.44917 -0.487
C -1.83631 0.69712 0.37551 0.590
N -2.95059 1.51245 0.32940 -0.605
Cl -3.49143 1.90750 -1.21138 0.235
N -1.50297 -0.22913 -0.58198 -0.505
H 4.02891 -1.17228 -1.13033 0.245
H -0.08576 -2.28401 -1.63537 0.257
H 0.36447 -2.72722 0.00819 0.275
H 0.53397 -0.62760 1.99891 0.262
H -1.36748 0.97555 2.31453 0.444
H -3.04645 2.11372 1.14479 0.429
H -1.83147 -0.20022 -1.57540 0.476
```

No. 9
The following is a DFT calculation (wB97M-V/def2-TZVPD) of one molecule with the formula C6H7F.

Properties
ΔE to the lowest compared entry with this formula, charge and spin (kcal/mol): 22.1
HOMO-LUMO gap (eV): 9.2
LUMO level (hartree): 0.0346
SMILES string: C[C@H]1C=CC=C1F
Strongest force on any atom (hartree/bohr): 0.0790

XYZ file:
```
14
Properties=species:S:1:pos:R:3:nbo_charge:R:1
C 0.79822 -1.59035 -0.37876 -0.560
C 0.25079 -0.43744 0.55368 -0.328
C 0.91637 0.86023 0.30927 -0.204
C 0.04460 1.80780 -0.11350 -0.204
C -1.27877 1.16743 -0.32747 -0.343
C -1.18394 -0.12706 0.18133 0.436
F -2.23324 -0.96354 0.25778 -0.319
H 0.09541 -2.36089 -0.20933 0.210
H 1.76223 -1.77687 -0.12311 0.205
H 0.89232 -1.32630 -1.34515 0.210
H 0.25099 -0.84846 1.52768 0.241
H 1.87959 0.98247 0.65092 0.206
H -0.00297 2.88017 -0.30363 0.224
H -2.19160 1.73283 -0.67972 0.226
```

No. 10
The following is a DFT calculation (wB97M-V/def2-TZVPD) of one molecule with the formula C6H7F2NO3S.

Properties
ΔE to the lowest compared entry with this formula, charge and spin (kcal/mol): 16.3
HOMO-LUMO gap (eV): 7.6
LUMO level (hartree): 0.0006
Strongest force on any atom (hartree/bohr): 0.1022

XYZ file:
```
20
Properties=species:S:1:pos:R:3:nbo_charge:R:1
C 0.39796 -0.89057 -0.14927 -0.318
C 1.65608 -1.40173 0.37135 0.838
C -0.59472 -1.94247 -0.45496 0.740
C 0.27145 1.59163 0.18474 0.449
C -2.63844 -2.52327 -1.38661 -0.288
C 1.63544 3.73839 1.46861 -0.754
N 0.01131 0.44100 -0.41336 -0.422
O -0.53189 -3.06218 -0.02313 -0.619
O 2.76862 -1.32777 -0.07513 -0.541
O -1.74637 -1.46635 -0.94223 -0.554
F 1.41910 -2.10072 1.48555 -0.322
F -0.50353 2.58432 -0.18936 -0.294
S 1.66656 1.91193 1.21637 0.300
H -3.66775 -2.04198 -1.56046 0.209
H -2.53729 -3.45773 -0.88985 0.232
H -2.14612 -2.97435 -2.41994 0.173
H 2.75815 3.98151 1.78622 0.252
H 1.12590 4.04859 2.37973 0.236
H 1.40967 4.37093 0.56638 0.253
H -0.75414 0.52080 -0.95467 0.430
```

No. 11
The following is a DFT calculation (wB97M-V/def2-TZVPD) of C6H7F3N2 as an isolated structure.

Properties
ΔE to the lowest compared entry with this formula, charge and spin (kcal/mol): 131.3
HOMO-LUMO gap (alpha / beta) (eV): 7.5 / 7.5
LUMO level (alpha / beta) (hartree): -0.0351 / -0.0351
Strongest force on any atom (hartree/bohr): 0.0838

XYZ file:
```
18
Properties=species:S:1:pos:R:3:nbo_charge:R:1
C -0.62623 0.38591 -1.02771 -0.074
C -0.03662 0.85025 0.09571 -0.109
C 0.11867 -0.29387 0.96815 0.051
C 0.44118 2.18350 0.49875 -0.643
C -0.59518 -2.54444 0.96498 -0.396
C -3.13778 -0.14595 -0.45721 1.079
N -1.28747 -0.77568 -0.68309 -0.255
N -0.64769 -1.19995 0.50675 -0.259
F -3.30544 0.21456 0.81696 -0.315
F -3.17967 1.00646 -1.10602 -0.315
F -4.25971 -0.90762 -0.80556 -0.319
H -0.97962 0.88071 -1.85679 0.216
H 0.71150 2.21446 1.57402 0.241
H 1.33531 2.51313 -0.16276 0.231
H -0.40030 2.95586 0.31981 0.221
H 0.18464 -3.02195 0.47243 0.206
H -0.47403 -2.70062 1.99656 0.231
H -1.52137 -3.08152 0.80601 0.207
```

No. 12
The following is a DFT calculation (wB97M-V/def2-TZVPD) of one molecule with the formula C6H7F3N2S.

Properties
2S+1: 3
HOMO-LUMO gap (alpha / beta) (eV): 6.2 / 6.9
<S²>: 2.0100
LUMO level (alpha / beta) (hartree): 0.0288 / -0.0943
Strongest force on any atom (hartree/bohr): 0.1064

XYZ file:
```
19
Properties=species:S:1:pos:R:3:nbo_charge:R:1
C 2.15790 -0.22631 -1.58350 0.084
C 2.61178 -1.29636 -0.84846 -0.402
C 0.70245 -0.17947 0.03944 0.018
C -1.11897 1.83695 0.11200 -0.646
C -0.53603 0.32283 0.82019 0.040
C 0.12014 0.69204 2.23897 0.968
N 1.08173 0.37654 -1.10623 -0.491
N -1.57124 -0.57052 1.04931 -0.840
F 0.94484 1.70134 1.98815 -0.313
F -0.90225 1.03404 3.07268 -0.339
F 0.78006 -0.32538 2.82386 -0.318
S 1.56726 -1.57293 0.47374 0.353
H 2.64001 0.03496 -2.61479 0.210
H 3.44790 -1.95442 -0.97328 0.231
H -0.92938 2.69382 0.74486 0.218
H -0.54797 2.13409 -0.87451 0.258
H -2.19877 1.82630 0.15155 0.207
H -2.15715 -0.50516 0.23506 0.374
H -2.06196 -0.58737 1.86821 0.388
```